Record 1
Computed, not measured: a cluster of 5 separate species, C38H35BrF3NO21P in total in a non-equilibrium geometry, with ωB97M-V with the def2-TZVPD basis set.

Results
* net charge: +1
* LUMO: -0.1953 hartree
* 2S+1: 1
* E_tot: -171930.4245 eV
* ΔE to the lowest compared entry with this formula, charge and spin: 6.500 eV

CARTESIAN COORDINATES (ANGSTROEM)
C1 -7.18540 -1.76278 1.33375
O1 -6.33277 -1.04449 2.27566
C2 -7.11165 -0.28462 3.22883
C3 -7.10442 1.31195 2.94288
C4 -5.69338 1.81734 2.31002
C5 -4.62254 1.80618 3.53126
C6 -3.14944 2.00919 2.90524
C7 -2.27633 0.65809 3.02892
C8 -1.98837 -0.02259 4.41431
C9 -1.09388 -1.30906 4.45668
C10 -0.77466 -1.95882 5.87631
O2 -1.69882 -1.93601 6.73107
O3 0.44960 -2.57995 6.24233
C11 -0.54626 -1.90222 3.09195
P1 0.53036 -3.45997 3.18151
O4 2.02411 -3.01248 2.41144
Br1 -0.36726 -5.17587 2.00508
C12 -0.94562 -1.13510 1.80992
C13 -0.48251 -1.65745 0.35139
O5 -1.22223 -2.82740 -0.06933
C14 -2.61876 -2.60545 -0.07622
F1 -3.26041 -3.02404 1.13406
F2 -3.15171 -3.47228 -1.08287
F3 -3.00385 -1.29391 -0.46000
N1 -1.74924 0.08722 1.79917
H1 -7.38546 -1.10710 0.40938
H2 -8.16509 -2.13671 1.80145
H3 -6.60648 -2.70904 1.01961
H4 -6.63934 -0.45770 4.27133
H5 -8.20902 -0.59856 3.30122
H6 -7.92001 1.58910 2.19173
H7 -7.23593 1.91554 3.92105
H8 -5.34385 1.14133 1.44130
H9 -5.75650 2.90917 1.93024
H10 -4.82843 2.66282 4.27286
H11 -4.71385 0.77402 4.03524
H12 -3.26385 2.26999 1.79921
H13 -2.58727 2.86784 3.41380
H14 -2.44048 0.45450 5.35848
H15 0.28995 -3.54734 6.09681
H16 2.03770 -2.03839 2.25846
H17 -0.51797 -0.80546 -0.43191
H18 0.64236 -1.90264 0.46028
H19 -1.95679 0.56856 0.89913
C15 2.56774 -9.06052 -0.81171
C16 2.71620 -7.98572 -0.03673
C17 2.93493 -8.10987 1.43175
O6 3.08518 -7.10317 2.10410
C18 2.95533 -9.45547 2.01301
C19 2.80341 -10.53275 1.23883
C20 2.61212 -10.40907 -0.23432
O7 2.49492 -11.41329 -0.91296
O8 2.81761 -11.78761 1.76446
O9 2.67471 -6.72409 -0.55737
H20 2.41058 -8.98342 -1.87947
H21 3.09717 -9.53080 3.08274
H22 2.69027 -12.38944 1.00459
H23 2.80844 -6.12506 0.20502
C21 0.17823 6.44187 0.22040
C22 -0.60364 6.98617 -0.71592
C23 -1.66713 6.19311 -1.39614
O10 -2.37447 6.72415 -2.23099
C24 -1.81402 4.77940 -1.02546
C25 -1.03015 4.23813 -0.09340
C26 0.01384 5.03762 0.60557
O11 0.69877 4.50926 1.46656
O12 -1.15144 2.92306 0.26216
O13 -0.46107 8.28720 -1.08554
H24 0.95218 7.00625 0.72354
H25 -2.57735 4.20942 -1.53857
H26 -0.47492 2.77791 0.95396
H27 -1.14027 8.43871 -1.77325
C27 6.63526 -5.16705 -3.97468
C28 6.60430 -4.11535 -4.79658
C29 5.50927 -3.10596 -4.72576
O14 5.52266 -2.14790 -5.47904
C30 4.44369 -3.31558 -3.73978
C31 4.47286 -4.36888 -2.92044
C32 5.58252 -5.36329 -2.97307
O15 5.58606 -6.30341 -2.19672
O16 3.48886 -4.57779 -2.00171
O17 7.57321 -3.92157 -5.73286
H28 7.42515 -5.90529 -4.01424
H29 3.64586 -2.58573 -3.71059
H30 3.73964 -5.40240 -1.53307
H31 7.32632 -3.09692 -6.19579
C33 3.53967 10.61780 -5.44951
C34 4.06504 10.74772 -4.22892
C35 3.36502 10.22190 -3.02205
O18 3.88232 10.34101 -1.92486
C36 2.06070 9.57769 -3.21033
C37 1.53448 9.45110 -4.42957
C38 2.24676 9.95217 -5.63899
O19 1.74340 9.80244 -6.73910
O20 0.32200 8.85681 -4.61806
O21 5.26308 11.36540 -4.03719
H32 4.03806 10.99273 -6.33354
H33 1.55447 9.21607 -2.32507
H34 0.16515 8.88718 -5.58272
H35 5.42272 11.32970 -3.07365

Forces on the atoms, in the same order (eV/Å):
0.35 -0.71 -0.65
-2.07 -0.08 0.21
0.17 1.23 1.21
0.83 0.34 -0.90
-0.06 0.15 1.17
-0.01 -0.26 -0.98
0.44 -0.97 0.11
0.93 -1.25 0.86
1.55 -1.65 -3.23
-0.45 2.02 -2.80
-2.87 -0.61 3.44
3.36 0.37 -3.80
-2.09 0.56 -1.95
-2.82 4.15 -0.88
1.75 -0.10 0.50
-2.62 0.56 0.36
0.28 1.07 -0.10
-0.24 0.03 1.59
1.10 1.37 0.99
-2.13 2.01 0.62
-1.45 -2.38 -1.73
1.84 1.86 -2.95
1.41 2.35 2.70
0.92 -2.83 1.50
0.78 -1.80 4.04
0.12 -1.03 1.36
1.39 0.79 -0.58
-0.82 1.59 0.35
-0.71 0.16 -1.65
1.58 0.14 -0.25
0.94 -0.40 1.20
-0.13 -1.14 -1.55
-0.57 0.97 1.49
-0.11 -1.81 0.52
0.18 -1.51 -1.12
0.27 1.73 -0.53
0.37 -0.38 1.47
-0.63 -1.36 -0.65
0.91 -0.97 -1.68
0.39 0.85 0.28
0.17 -0.91 0.12
-0.30 -1.37 1.32
-2.05 -0.24 -0.38
0.17 -0.50 0.85
-0.04 -0.15 -0.07
-0.05 0.55 -0.95
0.11 -0.28 0.74
-0.13 0.10 -0.41
0.01 0.47 0.01
0.10 -1.03 1.06
-0.10 -0.01 -0.75
0.04 0.14 0.46
-0.11 0.99 -1.08
0.08 -0.67 1.08
0.03 -0.01 0.03
0.01 -0.01 -0.04
0.04 0.01 0.16
-0.12 -0.14 0.02
0.09 -0.43 0.25
0.58 1.38 -0.01
-0.50 -0.13 -0.45
0.35 0.00 0.34
-0.08 -0.04 -0.03
-0.59 -0.66 -0.34
0.59 0.66 0.26
-0.39 -0.37 -0.20
0.46 0.52 0.32
-0.65 -1.41 -0.03
-0.03 -0.02 -0.01
0.01 0.04 -0.01
0.03 0.24 -0.13
0.14 0.11 0.03
-0.19 -0.19 0.31
1.19 -0.31 -0.72
-0.60 0.47 0.06
0.26 -0.33 0.05
0.19 0.17 -0.27
-1.23 0.39 0.67
0.69 -0.53 -0.14
-0.31 0.35 -0.03
1.36 -0.17 -0.64
-1.20 0.35 0.70
-0.03 0.03 0.00
0.03 -0.02 -0.01
-0.21 0.02 -0.24
0.11 -0.12 0.02
-0.30 -0.14 -0.20
1.17 0.68 -0.40
-0.39 -0.25 0.54
0.12 0.11 -0.39
0.25 0.08 0.23
-1.07 -0.59 0.44
0.48 0.35 -0.64
-0.19 -0.14 0.44
1.05 0.56 -0.40
-1.16 -0.69 0.44
-0.02 -0.02 0.04
0.01 0.02 -0.02
-0.02 -0.02 0.13
0.05 0.04 -0.15



Record 2
Computed, not measured: a structure of composition C38H35CeO2P2 in a non-equilibrium geometry, with ωB97M-V with the def2-TZVPD basis set.

Results
* net charge: +2
* <S²>: 0.764
* LUMO (spin up / spin down): -0.2651 / -0.3150 hartree
* 2S+1: 2
* E_tot: -75546.9721 eV
* ΔE to the lowest compared entry with this formula, charge and spin: 11.998 eV

CARTESIAN COORDINATES (ANGSTROEM)
C1 -4.07633 -0.30540 0.47545
C2 -3.33887 0.57862 1.27626
C3 -3.95664 1.73808 1.76087
C4 -5.29110 2.00607 1.45205
C5 -6.02207 1.11556 0.66662
C6 -5.41176 -0.04294 0.18060
P1 -1.60574 0.15524 1.68642
C7 -1.18263 1.32237 3.02339
C8 -0.24962 2.32853 2.73888
C9 0.09087 3.26374 3.71246
C10 -0.48646 3.19220 4.98196
C11 -1.40483 2.18354 5.27474
C12 -1.75458 1.25018 4.29860
Ce1 -0.12831 0.18515 -0.06930
P2 1.20934 0.25980 -1.93184
C13 0.82808 1.65071 -3.05896
C14 0.35904 1.45489 -4.36397
C15 0.07584 2.55237 -5.17853
C16 0.26235 3.84827 -4.69851
C17 0.73090 4.04707 -3.39748
C18 1.00727 2.95677 -2.57608
C19 2.98757 0.45163 -1.57272
C20 3.62500 -0.58770 -0.88155
C21 4.98530 -0.50926 -0.59733
C22 5.71647 0.61519 -0.98694
C23 5.08363 1.65899 -1.66213
C24 3.72217 1.57879 -1.95696
C25 1.14947 -1.19912 -3.03625
C26 0.39140 -2.31290 -2.64839
C27 0.28377 -3.41933 -3.48772
C28 0.94514 -3.43327 -4.71750
C29 1.71072 -2.33368 -5.10483
C30 1.81028 -1.21909 -4.27126
C31 -1.76789 -1.45600 2.53989
C32 -3.00494 -1.96281 2.95839
C33 -3.07280 -3.19474 3.61051
C34 -1.90936 -3.92485 3.85185
C35 -0.67421 -3.42231 3.43582
C36 -0.59973 -2.19725 2.77709
H1 3.04163 -1.44397 -0.55287
H2 5.47186 -1.31650 -0.05735
H3 6.77551 0.68192 -0.75411
H4 5.64770 2.54015 -1.95520
H5 3.22789 2.39460 -2.47605
H6 0.21356 0.44826 -4.74321
H7 -0.29074 2.39157 -6.18865
H8 0.04051 4.70109 -5.33420
H9 0.87487 5.05491 -3.01807
H10 1.36341 3.10397 -1.55925
H11 -0.10450 -2.30790 -1.68236
H12 -0.30896 -4.27551 -3.17762
H13 0.86951 -4.30078 -5.36718
H14 2.23357 -2.34117 -6.05717
H15 2.40608 -0.36496 -4.57734
H16 -3.91329 -1.39752 2.77490
H17 -4.03665 -3.58168 3.92953
H18 -1.96467 -4.88382 4.35951
H19 0.23441 -3.98925 3.61886
H20 0.35750 -1.80308 2.44397
H21 0.21839 2.35714 1.75821
H22 0.81830 4.03820 3.48643
H23 -0.21222 3.91516 5.74515
H24 -1.84610 2.11850 6.26557
H25 -2.46375 0.46057 4.52856
H26 -3.39271 2.43242 2.37561
H27 -5.75781 2.91261 1.82704
H28 -7.06093 1.32552 0.42755
H29 -5.97443 -0.73795 -0.43657
H30 -3.59340 -1.19479 0.08123
H31 -1.14924 1.06085 -0.82886
H32 -1.13582 -0.65754 -0.88300
C37 3.15754 -2.38760 2.16633
O1 2.28781 -1.44305 1.66187
C38 1.37569 -1.68927 0.66701
O2 1.35994 -2.77309 0.09632
H33 2.58846 -3.23000 2.61274
H34 3.78233 -1.92005 2.95482
H35 3.82204 -2.77106 1.36424

Forces on the atoms, in the same order (eV/Å):
-0.02 0.15 -0.20
-0.37 0.15 -0.37
0.12 0.05 -0.11
0.12 -0.19 -0.04
0.29 -0.04 0.07
0.16 0.06 0.07
-7.62 -0.21 8.54
0.59 0.37 -0.06
-0.29 -0.21 0.42
0.06 0.03 0.04
0.02 -0.14 -0.31
0.01 -0.12 -0.30
0.07 -0.02 0.02
9.61 1.11 7.95
6.16 -0.21 -9.73
-0.29 0.42 0.16
-0.23 0.07 0.06
0.14 -0.01 0.28
0.09 -0.22 0.20
-0.03 -0.05 0.06
-0.45 -0.04 -0.22
0.37 0.19 0.45
0.14 0.15 0.03
-0.14 0.15 -0.07
-0.23 -0.02 -0.02
-0.15 -0.21 0.04
0.11 0.06 0.13
-0.39 -0.64 0.06
0.12 0.20 -0.31
0.13 0.00 -0.06
-0.08 0.18 0.33
-0.02 0.20 0.26
0.21 -0.20 0.05
0.22 -0.53 -0.14
0.03 -0.07 -0.01
0.22 0.19 -0.07
0.11 0.24 -0.14
-0.04 0.05 -0.04
-0.45 -0.04 0.08
0.66 0.15 -0.55
-0.03 0.10 -0.13
-0.17 -0.02 -0.05
-0.10 -0.16 0.01
0.32 -0.19 0.03
-0.11 0.29 0.03
0.08 0.00 0.17
0.05 -0.13 0.12
-0.02 -0.15 -0.07
-0.01 0.19 -0.09
-0.11 -0.22 -0.31
0.10 0.14 -0.05
-0.01 0.15 0.11
-0.07 0.03 0.16
0.01 -0.12 -0.01
0.11 -0.13 0.06
0.16 0.09 -0.04
0.03 0.16 -0.09
-0.16 0.05 -0.01
-0.39 -0.16 0.64
0.12 0.32 0.01
-0.13 -0.10 0.05
-0.04 -0.11 -0.15
0.05 0.00 -0.18
0.06 0.09 0.01
-0.13 -0.02 -0.06
0.09 -0.16 -0.03
0.17 -0.04 0.05
0.11 0.10 0.11
-0.15 0.01 0.00
-4.68 3.29 -3.60
-4.95 -3.23 -3.77
1.49 -2.32 0.59
-2.99 3.08 -1.55
3.81 -4.80 0.98
-0.87 2.63 0.97
0.40 0.36 -0.31
-0.59 -0.07 -0.60
-0.39 0.07 0.44



- Among the records above, which one has the lowest E_tot?
  C38H35BrF3NO21P



- 2S+1 of number 1 (C38H35BrF3NO21P)?
  1



- The lowest E_tot belongs to which entry?
  C38H35BrF3NO21P